Run P
Computed, not measured: 2 unconnected molecules or ions with the total composition C4H11NOS, with the ωB97M-V functional and the def2-TZVPD basis.

Results
Charge   0
Lowest unoccupied orbital energy   -3.880 eV
Frontier orbital gap   3.483 eV
HOMO   -0.2706 Eh

Cartesian coordinates (Å):
C (1.287, -0.015, -1.617)
N (0.428, -1.178, -0.866)
C (0.015, -0.581, 0.696)
C (1.106, -0.803, 1.561)
S (-3.490, -0.335, -0.319)
C (-0.183, 0.881, 0.560)
O (-1.013, 1.553, -0.523)
H (0.906, -0.192, -2.605)
H (1.017, 1.022, -1.291)
H (2.443, -0.154, -1.528)
H (1.258, -1.624, -0.386)
H (-0.958, -1.078, 0.883)
H (1.900, -0.066, 1.675)
H (1.095, -1.594, 2.316)
H (-3.971, 0.742, 0.136)
H (-0.863, 1.093, 1.337)
H (0.708, 1.465, 0.701)
H (-1.686, 0.864, -0.730)


Run Q
Computed, not measured: 2 unconnected molecules or ions with the total composition C4H11NOS, with the ωB97M-V functional and the def2-TZVPD basis.

Results
Charge   0
Lowest unoccupied orbital energy   0.641 eV
Frontier orbital gap   9.207 eV
HOMO   -0.3148 Eh
SMILES   CC(N)=O.CCS

Cartesian coordinates (Å):
C (0.553, -1.771, -2.958)
C (0.722, -0.990, -1.685)
N (2.045, -0.882, -1.141)
O (-0.224, -0.638, -1.001)
H (1.497, -2.158, -3.308)
H (0.010, -1.138, -3.628)
H (0.013, -2.687, -2.861)
H (2.090, 0.057, -0.727)
H (2.190, -1.539, -0.353)
C (0.423, 2.213, 1.560)
C (0.009, 0.779, 1.804)
S (-1.821, 0.613, 1.543)
H (-0.161, 2.944, 2.140)
H (0.350, 2.453, 0.486)
H (1.487, 2.278, 1.840)
H (0.536, 0.141, 1.086)
H (0.170, 0.482, 2.839)
H (-1.809, -0.747, 1.470)


Energy above the most stable structure, in hartree: run P 0.2627; run Q 0.0000


Run P
Computed, not measured: C3H3NS2 in the gas phase, with the ωB97M-V functional and the def2-TZVPD basis.

Results
Charge   0
Lowest unoccupied orbital energy   -0.120 eV
Frontier orbital gap   7.963 eV
HOMO   -0.2970 Eh

Cartesian coordinates (Å):
C (-0.072, -1.404, -1.406)
C (-0.031, -0.537, 1.681)
C (-0.309, 0.958, -0.793)
N (-0.240, -0.246, -1.180)
S (0.609, 0.889, 2.158)
S (0.908, 1.665, 0.182)
H (0.562, -1.837, -2.156)
H (-0.147, -0.995, 2.695)
H (-1.278, 1.507, -1.182)


Run Q
Computed, not measured: 2 unconnected molecules or ions with the total composition C3H3NS2, with the ωB97M-V functional and the def2-TZVPD basis.

Results
Charge   0
Lowest unoccupied orbital energy (spin up / spin down)   -0.537 / -0.540 eV
Frontier orbital gap (spin up / spin down)   7.940 / 7.937 eV
HOMO (spin up / spin down)   -0.3115 / -0.3115 Eh

Cartesian coordinates (Å):
C (0.367, 2.371, 0.103)
C (0.034, -1.229, 0.126)
C (-1.154, -1.703, 0.262)
N (-0.474, 1.717, 0.429)
S (1.771, 0.539, -1.487)
S (1.611, -0.859, -0.166)
H (1.132, 2.967, -0.023)
H (-1.553, -2.457, -0.222)
H (-1.733, -1.346, 0.979)


Energy above the most stable structure, in hartree: run P 0.0635; run Q 0.0000


Run P
Computed, not measured: C3H3NS2 in the gas phase, with the ωB97M-V functional and the def2-TZVPD basis.

Results
Charge   0
Lowest unoccupied orbital energy   0.022 eV
Frontier orbital gap   7.627 eV
HOMO   -0.2795 Eh

Cartesian coordinates (Å):
C (-0.297, -0.708, -1.550)
C (1.649, 0.703, 0.093)
C (-1.254, -0.188, 0.570)
N (-0.922, -0.361, -0.632)
S (1.254, 0.588, 1.646)
S (-0.838, 1.194, 1.563)
H (-0.343, -0.608, -2.693)
H (2.761, 0.378, 0.041)
H (-2.009, -0.998, 0.962)


Run Q
Computed, not measured: C3H3NS2 in the gas phase, with the ωB97M-V functional and the def2-TZVPD basis.

Results
Charge   0
Lowest unoccupied orbital energy (spin up / spin down)   -1.537 / -1.556 eV
Frontier orbital gap (spin up / spin down)   6.397 / 6.395 eV
HOMO (spin up / spin down)   -0.2915 / -0.2922 Eh

Cartesian coordinates (Å):
C (0.583, 1.156, -0.064)
C (-0.782, 0.884, -0.192)
C (-0.673, -1.756, 0.577)
N (1.423, 0.188, -0.186)
S (2.785, -0.418, -0.482)
S (-1.381, -0.828, -0.523)
H (0.865, 2.089, 0.226)
H (-1.678, 1.432, 0.147)
H (-1.143, -2.746, 0.497)


Energy above the most stable structure, in hartree: run P 0.0000; run Q 0.0081


Run P
Computed, not measured: C3H3NS2 in the gas phase, with the ωB97M-V functional and the def2-TZVPD basis.

Results
Charge   0
Lowest unoccupied orbital energy   -0.443 eV
Frontier orbital gap   8.321 eV
HOMO   -0.3221 Eh
SMILES   S=C1CC=NS1

Cartesian coordinates (Å):
C (-0.718, 0.805, -0.594)
C (0.100, -0.535, -0.431)
C (0.700, -0.453, 0.895)
H (0.777, -0.725, -1.248)
H (-0.653, -1.345, -0.446)
H (1.262, -1.310, 1.267)
N (0.504, 0.570, 1.607)
S (-1.498, 1.278, -1.960)
S (-0.476, 1.715, 0.909)


Run Q
Computed, not measured: 2 unconnected molecules or ions with the total composition C3H3NS2, with the ωB97M-V functional and the def2-TZVPD basis.

Results
Charge   0
Lowest unoccupied orbital energy (spin up / spin down)   -3.241 / -3.419 eV
Frontier orbital gap (spin up / spin down)   5.630 / 5.217 eV
HOMO (spin up / spin down)   -0.3260 / -0.3174 Eh

Cartesian coordinates (Å):
C (0.865, 1.524, 0.255)
C (0.593, 0.384, -0.334)
C (0.150, -0.940, -0.278)
N (0.828, 2.626, 0.636)
S (-0.448, 1.399, -2.364)
S (-1.505, -1.048, 0.742)
H (0.677, -1.559, 0.496)
H (-0.005, -1.491, -1.177)
H (-1.155, -0.895, 2.025)


Energy above the most stable structure, in hartree: run P 0.0000; run Q 0.2181